2 unconnected molecules or ions with the total composition C4H10OSSi, computed with wB97M-V/def2-TZVPD.

The geometry in ORCA input format:
```
! RIJCOSX wB97M-V def2-TZVPD def2/J DEFGRID3
* xyz 0 1
C -1.95059 0.26130 -0.01322
C -2.15493 1.66721 -0.25969
C 1.38948 -0.01491 1.59586
C 0.99053 -1.99972 -0.74127
O 1.67849 0.70217 -1.13096
Si 0.74710 -0.22151 -0.14638
S -3.07117 -0.91611 -0.05212
H -2.27305 2.14598 0.61731
H -1.44943 2.21039 -0.90990
H -3.07528 1.94821 -0.66103
H 0.90274 0.65594 2.16353
H 1.47620 -0.87480 2.16247
H 2.40140 0.26597 1.64692
H 1.09724 -2.12636 -1.76814
H 1.85050 -2.44472 -0.30776
H 0.26323 -2.62890 -0.51768
H 1.17753 1.36986 -1.67795
*
```

Computed properties:
LUMO in Ha: 0.002
Energy above the lowest of the compared OMol25 structures with the same formula, charge and spin in eV: 2.796
Kohn-Sham gap in eV: 7.5

Atomic charges from the natural (NBO) analysis, expressed in e, are listed below: number 1, C, carries -0.2880; number 2, C, carries -0.7557; number 3, C, carries -1.1470; number 4, C, carries -1.1223; number 5, O, carries -1.0990; number 6, Si, carries 1.7490; number 7, S, carries 0.0237; number 8, H, carries 0.2473; number 9, H, carries 0.2154; number 10, H, carries 0.2183; number 11, H, carries 0.2375; number 12, H, carries 0.2453; number 13, H, carries 0.2471; number 14, H, carries 0.2408; number 15, H, carries 0.2385; number 16, H, carries 0.2395; number 17, H, carries 0.5097



A molecular structure, C38H46OOsP2Si, computed with wB97M-V/def2-TZVPD.

The geometry in ORCA input format:
```
! RIJCOSX wB97M-V def2-TZVPD def2/J DEFGRID3
* xyz 2 5
Os 1.65946 5.14602 -2.02172
C 1.34364 0.32160 -3.29657
C 1.61163 1.17374 -4.30632
C 0.55419 1.76764 -5.17645
C -0.72445 2.66180 -4.71982
C -1.15348 2.92007 -3.32231
C -1.41645 1.97096 -2.41751
C -1.33681 0.54262 -2.76383
C -0.00216 -0.25763 -3.04368
C 1.04883 4.64782 -0.03024
H 2.08699 0.29053 -2.49332
H 2.52251 1.80108 -4.21829
H 0.07942 0.94014 -5.71597
H 1.06614 2.39890 -5.91827
H -0.73611 3.59409 -5.28542
H -1.59679 2.08261 -5.09995
H -1.39741 3.98176 -3.07033
H -1.57051 2.29777 -1.38512
H -1.93887 0.43938 -3.66322
H -1.81512 0.04146 -1.93643
H 0.14902 -0.93846 -2.21467
H -0.25144 -0.84243 -3.94951
H 1.76555 3.96316 0.48187
H -0.01627 4.44369 0.10102
H 1.32943 5.78164 0.01248
P 3.23343 4.39720 -3.13629
P 0.42612 6.55815 -2.98965
C 1.95453 4.49377 -4.50281
C 0.87878 5.40642 -4.42195
C 4.41155 5.69431 -3.62485
C 4.33114 6.14845 -4.94201
C 5.32331 7.03947 -5.29786
C 6.26773 7.43021 -4.36149
C 6.28859 6.94980 -3.05651
C 5.31678 6.05843 -2.62929
C 4.17297 2.97413 -2.74252
C 4.20058 2.41913 -1.45884
C 4.98061 1.27370 -1.28053
C 5.67660 0.71470 -2.36566
C 5.63423 1.31250 -3.63472
C 4.90025 2.47421 -3.82294
C 0.89881 8.16227 -3.05147
C 2.21734 8.52609 -3.23276
C 2.35881 9.87198 -3.47671
C 1.26548 10.74009 -3.52955
C -0.00020 10.23161 -3.35948
C -0.23506 8.93170 -3.11568
C -1.22227 6.21081 -2.36051
C -1.54409 6.32123 -0.99569
C -2.87684 6.28767 -0.66941
C -3.85252 6.23181 -1.67269
C -3.49751 6.20628 -3.03708
C -2.16314 6.21147 -3.40287
H 2.23428 3.96369 -5.42054
H 0.22719 5.73535 -5.26281
H 3.53776 5.77686 -5.62027
H 5.30333 7.37642 -6.33530
H 7.02272 8.14349 -4.66893
H 7.04119 7.22402 -2.32801
H 5.24894 5.61085 -1.62131
H 3.62049 2.90528 -0.65202
H 5.07785 0.83316 -0.28093
H 6.29161 -0.16582 -2.21813
H 6.19630 0.90921 -4.47048
H 4.87484 3.02065 -4.76278
H 3.05324 7.81185 -3.20093
H 3.35505 10.24594 -3.62162
H 1.42017 11.80574 -3.68698
H -0.85734 10.87119 -3.39782
H -1.20334 8.48744 -2.99120
H -0.72368 6.38668 -0.27434
H -3.15938 6.32876 0.38326
H -4.90214 6.23046 -1.41317
H -4.24685 6.20142 -3.82332
H -1.79504 6.20480 -4.44529
C -0.46125 -0.87142 0.22800
Si 0.40238 0.83740 0.48993
C -0.95568 1.63423 1.57181
C 1.82063 0.21455 1.60243
O 0.79122 1.68213 -0.79158
H -0.76836 -1.34128 1.16946
H 0.18456 -1.59833 -0.27160
H -1.38728 -0.79756 -0.37201
H -1.43328 0.84634 2.16351
H -0.58182 2.38109 2.28368
H -1.75258 2.11760 1.00195
H 2.69047 0.03416 0.95601
H 2.12977 0.90769 2.38698
H 1.60074 -0.73946 2.09933
*
```

Computed properties:
Expectation value of S²: 6.025
LUMO (alpha / beta) in Ha: -0.271 / -0.288
Energy above the lowest of the compared OMol25 structures with the same formula, charge and spin in eV: 4.931
Kohn-Sham gap (alpha / beta) in eV: 5.4 / 5.2

Atomic charges from the Löwdin analysis, expressed in e, are listed below: number 1, Os, carries 0.9996; number 2, C, carries -0.0943; number 3, C, carries -0.1033; number 4, C, carries -0.1597; number 5, C, carries -0.1629; number 6, C, carries -0.1323; number 7, C, carries -0.1169; number 8, C, carries -0.1574; number 9, C, carries -0.1546; number 10, C, carries -0.1803; number 11, H, carries 0.0955; number 12, H, carries 0.0579; number 13, H, carries 0.1142; number 14, H, carries 0.0801; number 15, H, carries 0.0752; number 16, H, carries 0.1209; number 17, H, carries 0.0676; number 18, H, carries 0.0900; number 19, H, carries 0.1152; number 20, H, carries 0.0771; number 21, H, carries 0.0670; number 22, H, carries 0.1295; number 23, H, carries 0.0281; number 24, H, carries 0.0102; number 25, H, carries 0.0245; number 26, P, carries 0.7831; number 27, P, carries 0.8265; number 28, C, carries -0.2492; number 29, C, carries -0.2060; number 30, C, carries -0.3913; number 31, C, carries -0.0907; number 32, C, carries -0.0529; number 33, C, carries -0.0416; number 34, C, carries -0.0434; number 35, C, carries -0.0748; number 36, C, carries -0.4103; number 37, C, carries -0.0714; number 38, C, carries -0.0451; number 39, C, carries -0.0216; number 40, C, carries -0.0319; number 41, C, carries -0.0911; number 42, C, carries -0.3976; number 43, C, carries -0.0426; number 44, C, carries -0.0333; number 45, C, carries -0.0031; number 46, C, carries -0.0482; number 47, C, carries -0.0698; number 48, C, carries -0.4047; number 49, C, carries -0.0849; number 50, C, carries -0.0403; number 51, C, carries -0.0133; number 52, C, carries -0.0319; number 53, C, carries -0.1237; number 54, H, carries 0.0912; number 55, H, carries 0.0990; number 56, H, carries 0.1107; number 57, H, carries 0.1262; number 58, H, carries 0.1218; number 59, H, carries 0.1219; number 60, H, carries 0.1265; number 61, H, carries 0.0985; number 62, H, carries 0.1193; number 63, H, carries 0.1205; number 64, H, carries 0.1218; number 65, H, carries 0.1196; number 66, H, carries 0.0954; number 67, H, carries 0.1173; number 68, H, carries 0.1325; number 69, H, carries 0.1249; number 70, H, carries 0.1056; number 71, H, carries 0.0880; number 72, H, carries 0.1270; number 73, H, carries 0.1198; number 74, H, carries 0.1232; number 75, H, carries 0.1197; number 76, C, carries -0.1331; number 77, Si, carries 0.3508; number 78, C, carries -0.1452; number 79, C, carries -0.1592; number 80, O, carries -0.1571; number 81, H, carries 0.0584; number 82, H, carries 0.0427; number 83, H, carries 0.0333; number 84, H, carries 0.0443; number 85, H, carries 0.0351; number 86, H, carries 0.0242; number 87, H, carries 0.0178; number 88, H, carries 0.0292; number 89, H, carries 0.0432



A molecular structure, C5H12AsNO2P, computed with wB97M-V/def2-TZVPD.

The geometry in ORCA input format:
```
! RIJCOSX wB97M-V def2-TZVPD def2/J DEFGRID3
* xyz -1 1
C 0.82306 -3.29251 0.60109
C 0.70812 -2.02599 -0.04853
As 0.35638 -0.13945 -0.74580
C -1.60761 -0.54409 -1.04151
C -2.40595 0.75758 -0.12000
C -2.89171 0.29296 1.47985
O -3.91490 0.52167 0.21286
P 2.58643 0.36364 -0.29201
N 2.53425 1.58763 1.02468
O 3.22480 1.05749 -1.77975
H 1.37556 -4.16624 1.19829
H 0.03957 0.41656 0.67555
H 0.18823 1.34351 -1.26607
H 0.69567 -0.58351 -2.19804
H -1.97644 -0.42618 -2.14522
H -1.98786 -1.50322 -0.48950
H -1.97951 1.92668 -0.28176
H -2.92959 -0.83384 1.78019
H -2.77324 1.22461 2.17386
H 2.18708 1.07388 1.86453
H 3.52229 1.93594 1.15633
H 4.22537 1.01291 -1.75903
*
```

Computed properties:
LUMO in Ha: 0.132
Kohn-Sham gap in eV: 6.8

Atomic charges from the natural (NBO) analysis, expressed in e, are listed below: number 1, C, carries -0.4524; number 2, C, carries -0.3732; number 3, As, carries 0.6916; number 4, C, carries -0.7454; number 5, C, carries 0.0661; number 6, C, carries -0.1984; number 7, O, carries -0.5952; number 8, P, carries 0.7675; number 9, N, carries -1.1850; number 10, O, carries -0.9955; number 11, H, carries 0.2381; number 12, H, carries -0.1688; number 13, H, carries -0.2101; number 14, H, carries -0.1479; number 15, H, carries 0.2129; number 16, H, carries 0.2231; number 17, H, carries 0.2187; number 18, H, carries 0.2197; number 19, H, carries 0.2007; number 20, H, carries 0.3858; number 21, H, carries 0.3695; number 22, H, carries 0.4781



no.,molar mass (g/mol)
1,134.276
2,799.049
3,224.052